# 1
This record from the OMol25 dataset describes a structure of composition CH4O2. The level of theory is ωB97M-V/def2-TZVPD.

Structure (XYZ):
```
7
Properties=species:S:1:pos:R:3:forces:R:3:nbo_charge:R:1
C 0.3879 0.3528 -0.6358 0.4 -0.6 -0.8 -0.264
O -0.7455 -1.0906 1.0388 1.2 3.2 -1.6 -0.489
O -0.3073 0.4907 0.5350 -1.6 -2.9 2.3 -0.280
H 0.6397 1.3858 -0.9019 0.0 0.0 0.0 0.213
H -0.2188 -0.0835 -1.4381 0.1 0.1 0.1 0.178
H 1.3149 -0.2166 -0.5116 0.0 0.0 0.0 0.179
H -1.0710 -0.8387 1.9137 0.0 0.3 0.0 0.462
```
Forces are in eV/Å.

Its energy is -5192.9523 eV. The energy relative to the best compared isomer or geometry (same formula, charge and spin) comes out at 70.84 kcal/mol. Its total charge is 0. For the LUMO energy, the calculation gives -0.351 eV. The calculation puts the HOMO energy at -0.3825 hartree. The value obtained for the frontier orbital gap is 0.370 hartree.


# 2
This record from the OMol25 dataset describes a structure of composition C44H46FeN4O4S3. The level of theory is ωB97M-V/def2-TZVPD.

Structure (XYZ):
```
102
Properties=species:S:1:pos:R:3:forces:R:3:mulliken_spin:R:1
Fe -0.3794 -0.4734 1.5894 -1.9 0.8 0.0 4.033
C 4.1724 -0.4178 4.6887 0.4 1.4 0.7 0.000
C 5.1797 -1.2839 3.9665 1.6 -0.9 -0.5 0.000
O 4.7045 -1.8160 2.7432 -1.1 1.2 -0.8 -0.001
C 5.2832 -2.9704 2.1289 -0.1 0.5 0.8 0.000
C 4.8202 -4.2143 2.8879 0.1 -1.3 -1.6 0.000
O 3.4142 -4.6387 2.7312 1.4 1.3 0.9 0.000
C 2.5763 -4.2249 3.7898 -1.7 -0.2 0.0 0.000
C 1.7800 -2.9399 3.3313 -0.4 -2.0 0.9 0.008
O 0.8319 -2.6381 4.3880 0.8 1.1 -0.1 0.014
C 0.6930 -1.2700 4.5191 -1.6 -0.4 1.5 -0.074
C 1.8531 -0.3903 5.0754 -1.6 0.3 -3.1 0.011
O 2.8855 -0.5778 4.1215 0.4 0.8 1.3 0.004
H 4.5195 0.6807 4.7235 -0.7 -1.4 -0.3 0.000
H 4.1499 -0.7398 5.7488 0.0 0.2 -0.4 0.000
H 5.4179 -2.1456 4.6128 0.4 0.5 0.0 0.000
H 6.0751 -0.6397 3.7800 -0.3 -0.8 0.2 0.000
H 6.3929 -2.8845 2.1302 -0.5 -0.3 0.2 0.000
H 4.9765 -2.9262 1.0671 -0.1 -0.2 0.6 0.000
H 5.1301 -4.0915 3.9317 -0.4 -0.4 -0.1 0.000
H 5.3367 -5.0737 2.4253 0.2 0.3 0.5 0.000
H 3.0814 -4.0348 4.7737 -0.1 0.0 -1.0 0.000
H 1.8482 -5.0787 4.0053 0.8 1.2 -0.4 0.000
H 1.1076 -3.1937 2.4647 0.8 0.2 0.2 0.008
H 2.4655 -2.1056 3.2215 -0.2 -0.4 -0.7 -0.001
H -0.2749 -1.1208 5.0821 1.1 0.1 -0.4 -0.003
H 0.4963 -0.8712 3.4487 -0.1 0.5 -0.4 0.051
H 2.1069 -0.6168 6.0781 0.3 -0.5 1.0 0.000
H 1.4842 0.6568 5.0028 0.2 -0.4 0.4 -0.002
N -2.1131 0.3471 1.2967 2.2 -0.6 -0.3 0.388
S -2.6605 1.4806 0.4333 -1.6 0.5 1.2 -0.069
N -2.2978 1.8865 -1.0984 1.6 -1.9 -0.2 0.022
S -1.5078 1.0600 -2.2713 0.2 0.1 -1.0 -0.013
N -0.5404 -0.2512 -2.3714 0.4 0.4 1.7 0.030
S 0.6952 -0.7548 -1.3934 -0.9 -0.7 -1.7 0.037
N 0.5079 -0.5171 0.0696 0.5 0.1 1.0 0.368
C 0.7335 -2.5576 -1.6798 0.0 0.3 0.8 0.021
C 1.2040 -3.4253 -0.6736 -1.3 1.1 -0.5 0.013
C 1.0082 -4.7716 -0.8478 1.1 -1.4 0.2 0.000
C 0.5009 -5.3265 -2.0365 0.0 0.5 -1.3 0.001
C 0.1964 -4.4708 -3.1293 0.8 1.7 2.7 0.005
C 0.3150 -3.0380 -2.8720 -0.4 -2.1 -2.8 -0.004
C 2.2604 -0.1984 -1.9576 0.2 1.0 0.8 0.041
C 2.4947 0.4484 -3.1710 -0.4 -0.4 0.5 -0.006
C 3.8130 0.6766 -3.5266 -0.5 1.4 -0.7 0.002
C 4.8693 0.4097 -2.6481 -0.3 -0.2 -1.0 0.002
C 4.5844 -0.1162 -1.4117 -0.9 0.1 0.1 -0.001
C 3.2764 -0.3810 -1.0162 0.1 -0.8 -0.3 0.010
C -2.8119 0.4015 -3.3497 0.0 -0.2 -1.3 0.000
C -3.6441 1.2159 -4.1175 -1.1 0.9 1.2 0.002
C -4.7020 0.6554 -4.8372 0.7 -0.6 -0.3 0.000
C -4.7615 -0.7221 -5.0914 0.6 0.8 0.5 0.001
C -3.8742 -1.5211 -4.3782 0.2 0.0 -0.4 0.000
C -2.9334 -0.9808 -3.5084 0.5 0.2 1.0 0.001
C -0.5410 2.4196 -3.0198 -1.0 0.9 -0.5 0.006
C -0.7059 2.7438 -4.3695 0.3 -0.4 0.8 -0.001
C -0.1789 3.9347 -4.8656 0.1 -1.0 -2.1 0.000
C 0.5361 4.7868 -4.0850 -0.2 -0.5 2.1 0.000
C 0.5887 4.5185 -2.6921 0.6 -0.1 -1.0 0.000
C 0.1155 3.3393 -2.1878 -1.2 -0.7 0.2 -0.002
C -4.4554 1.3982 0.5791 0.8 -0.2 -0.8 0.030
C -5.3220 2.0082 -0.3017 -0.1 0.3 -1.1 0.000
C -6.6969 1.9576 -0.0899 0.2 -0.9 0.5 0.003
C -7.1215 1.2945 1.0784 -1.4 -0.6 0.2 0.000
C -6.2564 0.5945 1.9177 -0.1 0.8 0.6 -0.001
C -4.9016 0.7301 1.6683 -0.1 -1.7 2.1 0.008
C -2.4186 3.0097 1.2857 0.4 0.6 0.5 0.044
C -2.5877 4.1683 0.5651 -0.3 0.8 -1.0 -0.008
C -2.3781 5.4287 1.1491 -0.8 -0.4 0.6 0.002
C -2.0713 5.4904 2.5179 0.5 -0.2 -0.1 -0.001
C -1.7397 4.3093 3.1945 -0.7 -1.2 -0.2 0.001
C -2.0994 3.0653 2.6425 1.3 0.6 -0.8 0.004
H 1.5532 -2.9714 0.2214 0.5 -0.1 0.8 0.003
H 1.4425 -5.4926 -0.1192 -0.6 0.8 -0.3 0.000
H 0.4725 -6.4288 -2.1341 -0.2 0.9 0.0 0.000
H -0.0714 -4.7854 -4.1186 -0.1 -0.3 -0.1 0.000
H 0.2143 -2.3959 -3.7537 -0.4 0.0 0.5 0.001
H 1.6599 0.8409 -3.7468 0.2 -0.4 -0.2 0.001
H 3.8800 1.2525 -4.4673 0.7 -0.6 0.5 0.000
H 5.9098 0.5689 -2.9221 -0.3 0.2 -0.1 0.000
H 5.3813 -0.3017 -0.7503 0.8 -0.2 0.9 0.000
H 3.0572 -0.8251 -0.0403 0.2 0.2 -0.3 0.010
H -3.6506 2.2956 -3.9703 0.2 -0.1 -0.2 0.000
H -5.4657 1.2695 -5.2555 -0.1 0.6 -0.4 0.000
H -5.4497 -1.1108 -5.8453 0.1 0.0 0.5 0.000
H -3.8783 -2.5745 -4.5800 0.0 -0.4 0.3 0.000
H -2.2750 -1.5513 -2.8595 -0.3 -0.6 -0.6 -0.001
H -1.1258 2.0400 -5.0482 -0.6 -0.3 -0.4 0.000
H -0.2383 4.0777 -5.9710 0.0 0.1 1.1 0.000
H 1.0762 5.5957 -4.4948 0.2 1.0 -0.3 0.000
H 1.0429 5.1871 -1.9910 0.3 0.4 0.0 0.000
H 0.1189 3.1629 -1.1347 0.2 0.0 0.6 0.001
H -4.8871 2.4617 -1.1824 -0.3 0.1 -0.2 0.001
H -7.4261 2.2509 -0.8632 0.6 0.3 0.7 0.000
H -8.1900 1.2363 1.3472 0.5 0.2 -0.5 0.000
H -6.5653 0.0460 2.8525 0.1 0.7 -1.4 0.000
H -4.2546 0.2517 2.4103 0.1 0.2 -0.6 -0.001
H -3.0117 4.0330 -0.4415 0.6 0.7 0.3 0.000
H -2.5546 6.3459 0.5864 -0.1 -0.3 0.1 0.001
H -2.1122 6.4156 3.1011 0.5 -0.1 -0.6 0.000
H -1.1907 4.2462 4.1357 -0.7 0.6 0.1 0.000
H -1.9687 2.1532 3.1787 0.2 -0.4 0.5 -0.003
```
Forces are in eV/Å.

Its energy is -127378.6830 eV. The energy relative to the best compared isomer or geometry (same formula, charge and spin) comes out at 68.02 kcal/mol. Its total charge is +3. Its spin multiplicity is 6. For the LUMO energy (spin up / spin down), the calculation gives -8.472 / -10.443 eV. The calculation puts the HOMO energy (spin up / spin down) at -0.5631 / -0.5630 hartree. The value obtained for the frontier orbital gap (spin up / spin down) is 0.252 / 0.179 hartree.